Molecular formula: C40H82BClN7O9P2
Method: DFT, ωB97M-V/def2-TZVPD

The calculation puts the LUMO energy at -0.36 eV. As for the total charge: -1. Its gap between HOMO and LUMO is 3.485 eV. The largest force on an atom comes out at 8.31 eV Å⁻¹. Its molecular weight is 913.35 g mol⁻¹. Its multiplicity is 1.

Each line ends with the Mulliken charge.
Cartesian coordinates (Å):
C 7.8520 4.7701 2.4813  -0.97
C 7.7530 3.2613 3.0219  -0.41
C 7.9968 2.1366 1.8636  -0.49
C 7.1185 0.8585 2.3002  -0.72
C 7.2916 -0.4128 1.3031  -0.49
C 6.6360 -1.6955 2.0290  -0.28
C 5.2227 -2.1673 1.3496  -0.28
C 4.0442 -2.2361 2.4385  -0.70
C 2.9859 -3.4405 2.1856  -0.62
C 1.6477 -2.9211 1.4102  -0.44
O 0.4893 -3.0510 2.2520  -0.45
C -0.5386 -2.0928 1.9172  2.08
C -1.9074 -2.5623 2.6858  -1.21
O -2.2157 -1.7706 3.8542  -0.35
C -3.2423 -0.7926 3.6005  0.13
C -4.7067 -1.3958 3.3421  -0.34
C -5.5716 -0.5595 2.2488  0.40
C -6.5134 0.5592 2.8883  -0.11
O -6.3063 1.0770 4.0271  -0.46
N -7.7026 1.1253 2.1565  -0.23
C -7.3304 1.5981 0.8170  0.63
C -5.9353 2.2019 0.4817  -0.34
C -5.5186 2.6617 -0.9333  -0.43
C -6.5635 2.5060 -2.0896  -0.46
C -7.9895 1.9411 -1.7583  -0.28
C -8.4048 1.4799 -0.3202  -0.57
C -3.2600 0.1842 4.9073  -0.11
Cl -1.5038 0.7173 5.2477  -0.17
C -3.7300 -0.5904 6.2515  -0.66
C -5.2280 -0.2428 6.7191  -0.83
B -0.9450 -2.1011 0.3142  0.23
O -1.2055 -3.4406 -0.2405  -0.64
O -1.0224 -0.9261 -0.5144  -0.55
C -2.4648 -0.6109 -0.5630  0.66
C -2.6317 0.4111 -1.8075  -1.09
C -0.1121 -0.6412 2.4591  0.07
O -0.5883 0.4750 2.0614  -0.66
O 0.9065 -0.6251 3.4218  -0.82
H 8.9208 5.1718 2.5708  0.25
H 7.1790 5.4154 3.1694  0.29
H 7.4578 4.9297 1.4228  0.28
H 6.6811 3.0945 3.4175  0.29
H 8.4454 3.1260 3.9197  0.28
H 7.7459 2.5499 0.8284  0.31
H 9.1318 1.9031 1.8835  0.24
H 6.0198 1.1691 2.3042  0.25
H 7.4763 0.5821 3.3660  0.29
H 6.8695 -0.1810 0.2691  0.36
H 8.4375 -0.5672 1.2213  0.19
H 7.4245 -2.5197 2.0313  0.03
H 6.3872 -1.3666 3.1040  0.34
H 5.4484 -3.1552 0.8182  0.13
H 5.0358 -1.3919 0.5108  0.24
H 3.4783 -1.2315 2.3716  0.21
H 4.5364 -2.4073 3.4566  0.43
H 3.5350 -4.1851 1.4873  0.26
H 2.7472 -4.0242 3.1367  0.28
H 1.8858 -1.8560 1.0745  0.32
H 1.5777 -3.5974 0.4686  0.16
H -2.7515 -2.6396 1.9174  0.25
H -1.7079 -3.6372 3.0555  0.12
H -2.9816 -0.1297 2.7022  0.06
H -5.3670 -1.4835 4.2681  0.08
H -4.6320 -2.4661 2.9055  0.40
H -6.2227 -1.2319 1.5830  0.35
H -4.8243 -0.0408 1.5552  -0.29
H -8.4778 0.4492 2.1405  0.34
H -5.1782 2.3045 1.3462  0.38
H -4.4600 3.0834 -1.1017  0.39
H -6.2584 2.8090 -3.1414  0.27
H -8.7824 1.8461 -2.5870  0.26
H -9.4557 1.0610 -0.1127  0.21
H -3.8301 1.1554 4.7239  0.37
H -3.6598 -1.7217 6.1115  0.16
H -3.0325 -0.2614 7.0955  0.45
H -6.0390 -0.8981 6.2265  0.22
H -5.3147 -0.3551 7.8626  0.35
H -5.5109 0.8586 6.5031  0.16
H -2.1268 -3.7071 -0.0283  0.35
H -3.0264 -1.6059 -0.7202  0.11
H -2.7403 -0.1227 0.4445  -0.26
H -2.3843 1.4509 -1.3956  0.17
H -1.7803 0.1354 -2.5396  0.40
H -3.6590 0.3298 -2.2944  0.21
O -9.2629 4.2643 -4.2209  -0.71
P -9.3814 5.0910 -5.5169  0.87
N -7.7920 5.6935 -5.3745  0.23
C -7.2926 7.0457 -5.4703  -0.93
C -6.7718 4.7678 -5.8594  -1.19
N -10.6056 6.1157 -4.8390  0.15
C -10.2757 7.2292 -3.9584  -1.09
C -11.6977 5.3634 -4.2006  -1.14
N -9.5654 5.9709 -7.0632  -0.07
C -10.0391 7.3357 -7.2327  -0.91
C -10.3058 5.1155 -8.0071  -1.11
H -7.2003 7.3863 -6.5106  0.34
H -6.2976 7.1224 -5.0185  0.37
H -7.8940 7.7631 -4.9171  0.19
H -6.7025 4.7960 -6.9542  0.31
H -7.0075 3.7405 -5.5629  0.31
H -5.7879 4.9908 -5.4386  0.39
H -9.5926 6.9317 -3.1544  0.30
H -11.1733 7.6544 -3.5003  0.39
H -9.8425 8.0615 -4.5084  0.26
H -11.4332 5.0338 -3.1898  0.35
H -11.9546 4.4767 -4.7887  0.36
H -12.6032 5.9757 -4.1367  0.35
H -11.0942 7.4611 -6.9626  0.32
H -9.9337 7.6332 -8.2813  0.37
H -9.4460 8.0585 -6.6760  0.25
H -11.3629 5.0348 -7.7220  0.37
H -9.8817 4.1053 -8.0143  0.34
H -10.2439 5.4938 -9.0315  0.35
O 9.1776 -3.8626 0.7207  -0.72
P 9.7486 -5.2912 0.6333  0.84
N 11.2584 -4.8149 1.2702  0.25
C 12.5974 -5.0785 0.7975  -0.94
C 11.2722 -4.7182 2.7273  -1.13
N 9.6650 -5.2979 -1.0989  0.16
C 10.6844 -4.6586 -1.9205  -1.07
C 8.3549 -4.8659 -1.6138  -1.12
N 10.3225 -6.9836 0.5672  -0.08
C 11.0201 -7.6195 -0.5394  -0.92
C 9.2198 -7.8716 0.9760  -1.12
H 12.9424 -6.0891 1.0556  0.33
H 13.3092 -4.3737 1.2415  0.37
H 12.7084 -4.9318 -0.2744  0.19
H 11.3719 -5.7098 3.1870  0.32
H 10.3447 -4.2679 3.0950  0.26
H 12.0855 -4.0812 3.0845  0.38
H 10.8991 -3.6353 -1.5908  0.27
H 10.3826 -4.6197 -2.9712  0.39
H 11.6080 -5.2331 -1.9340  0.26
H 8.2583 -3.7747 -1.6269  0.35
H 7.5436 -5.2692 -1.0000  0.36
H 8.1980 -5.2372 -2.6319  0.35
H 10.3964 -7.7291 -1.4344  0.32
H 11.3422 -8.6230 -0.2420  0.38
H 11.9370 -7.1007 -0.8118  0.25
H 8.4419 -7.9176 0.2028  0.37
H 8.7566 -7.5000 1.8966  0.35
H 9.5717 -8.8860 1.1839  0.36

Forces on atoms 1 to 3 (eV/Å):
-0.3 0.3 1.1
-0.8 0.1 -0.9
0.3 0.2 1.5

---

Molecular formula: C4H16NO3PSi2Tm
Method: DFT, ωB97M-V/def2-TZVPD

The calculation puts the LUMO energy (alpha / beta) at -12.65 / -12.61 eV. As for the total charge: +3. Its gap between HOMO and LUMO (alpha / beta) is 6.276 / 6.261 eV. The largest force on an atom comes out at 2.09 eV Å⁻¹. Its molecular weight is 382.26 g mol⁻¹. Its multiplicity is 3.

Each line ends with the Löwdin spin population.
Cartesian coordinates (Å):
C 2.8958 -0.2318 1.7010  0.00
C 2.1314 -0.1006 0.4125  0.00
O 2.8249 -0.8725 -0.5618  0.00
C 1.8895 1.3555 -0.0435  0.00
O 0.5431 1.7591 0.1267  0.00
Si -0.4473 1.8869 -1.2389  0.00
O -1.8131 0.8974 -1.2915  0.00
Si -2.3850 0.0088 -0.0162  0.00
C -4.1818 0.3009 0.3819  0.00
P -2.2826 -2.1982 -0.5966  0.10
N -0.8100 -2.7175 -1.2380  0.82
H 3.9434 0.0821 1.5164  0.00
H 2.3991 0.3481 2.4714  0.00
H 2.8221 -1.2749 1.9995  0.00
H 1.1428 -0.5135 0.6251  0.00
H 2.5163 -0.6427 -1.4517  0.00
H 2.2544 1.5272 -1.0561  0.00
H 2.4688 1.9975 0.6241  0.00
H 0.4147 1.6203 -2.4067  0.00
H -0.9035 3.2743 -1.3247  0.00
H -1.6322 0.1403 1.2398  0.00
H -4.7964 0.3981 -0.5052  0.00
H -4.2383 1.1582 1.0450  0.00
H -4.5251 -0.5587 0.9591  0.00
H -2.5759 -2.9492 0.5581  0.02
H -3.2813 -2.5241 -1.5369  0.03
H -0.1996 -1.8966 -1.2962  0.03
Tm 5.8259 -0.2743 0.9033  1.00

Forces on atoms 1 to 3 (eV/Å):
-1.0 -0.7 -0.3
-0.6 0.6 -0.5
0.7 0.1 0.1

---

Molecular formula: C5H8O2
Method: DFT, ωB97M-V/def2-TZVPD

The calculation puts the LUMO energy at 0.15 eV. Its gap between HOMO and LUMO is 9.786 eV. The largest force on an atom comes out at 4.97 eV Å⁻¹. Its molecular weight is 100.12 g mol⁻¹. Its multiplicity is 1. Its energy above the lowest of the compared OMol25 structures with the same formula, charge and spin is 360.0 kJ/mol.

Each line ends with the Mulliken charge.
Cartesian coordinates (Å):
O -1.1965 0.2046 -1.2564  -0.56
C -1.2547 -0.1273 -0.0844  0.65
O -2.1763 -1.0659 0.1855  -0.48
C -0.5232 0.5568 1.0074  -0.54
C 0.9447 0.1770 1.0563  -0.38
C 1.5808 -0.0594 -0.3028  0.01
C 2.7383 0.4567 -0.7532  -0.84
H -2.5137 -1.4730 -0.6277  0.35
H -0.6879 1.6349 1.2046  0.29
H -1.1184 -0.4452 2.3560  0.19
H 1.4642 1.0279 1.5354  0.31
H 1.0650 -0.7681 1.5851  0.25
H 0.9648 -0.5761 -1.0435  0.25
H 3.2762 1.0677 -0.0420  0.24
H 3.1304 0.3592 -1.7644  0.26

Forces on atoms 1 to 3 (eV/Å):
1.1 0.4 0.6
-2.4 0.8 -2.8
0.3 -0.8 1.9